Entry 1:
Density functional theory data (ωB97M-V/def2-TZVPD) for 6 unconnected molecules or ions with the total composition C15H30Cl6O3 at a distorted geometry.

```
54
Properties=species:S:1:pos:R:3:forces:R:3:lowdin_charge:R:1
H -6.56443 1.92532 -3.04981 0.675 -0.463 -0.110 0.1048
C 2.96608 -6.41188 1.81106 0.030 -0.598 -0.177 -0.1628
H -6.81208 2.50342 -5.80747 -0.930 -0.051 -0.487 0.1105
C 3.05215 1.74782 4.65608 1.092 -0.692 -2.247 -0.1767
H 3.50940 3.36632 2.05360 -0.326 -0.521 -0.096 0.1034
C -6.16197 2.57144 -3.82997 -0.883 -0.094 0.032 -0.1733
H -1.51887 0.41463 -0.77387 0.471 0.196 0.203 0.0229
H -8.10898 2.15951 -4.53059 -0.675 0.816 -0.721 0.1172
O 2.95872 3.04912 4.05397 -0.496 -0.231 0.475 -0.1642
H -2.54262 5.02108 4.70895 0.503 -0.318 -0.276 0.0232
H 5.15953 1.81992 2.09920 0.838 -0.352 0.241 0.0983
C 3.95702 0.94280 3.65518 0.190 0.585 0.918 -0.1809
H 3.44167 -7.76276 3.53471 0.294 0.246 0.110 0.1139
H 4.51913 0.15700 4.15982 -0.408 -0.349 -0.119 0.1063
H -4.95240 4.02214 -2.86183 0.286 0.315 -0.148 0.1070
H -5.28324 2.19196 -4.35144 0.120 -0.139 0.528 0.1065
C 3.72598 -7.56829 2.50057 0.298 -0.035 0.411 -0.1763
H -6.54657 4.05527 -2.30481 -0.459 0.097 -0.267 0.1146
C 5.23702 -6.44263 1.28756 1.099 0.870 -0.676 -0.2602
H 5.24911 -7.07808 0.40202 0.089 0.109 -0.474 0.1227
H 4.18069 -4.60051 1.85084 0.203 -0.151 0.110 0.1121
H 5.80847 2.15616 3.78617 -0.131 0.011 -0.138 0.1068
H -1.89878 4.78844 2.98474 -0.026 -0.185 0.405 0.0303
H -0.42922 -1.04944 -5.73764 0.493 -0.302 0.112 0.0186
H 3.78525 -5.23878 0.24837 0.244 0.294 -0.014 0.1118
O 5.13346 -7.26846 2.39471 -0.928 -0.101 1.342 -0.1285
C 3.94299 3.25741 3.04770 1.199 -0.730 1.066 -0.1843
C -6.39777 4.96048 -4.25243 -0.090 -1.044 0.311 -0.2051
H -0.60667 0.09900 0.78718 0.003 0.031 -0.323 0.0284
H -1.02805 -2.62009 -6.27703 0.416 -0.158 -0.425 0.0337
Cl -0.60959 -0.99042 -8.04276 -0.359 -0.481 0.486 0.4396
H 2.51537 -6.92541 0.96180 -0.743 0.556 0.064 0.1063
H 4.38507 4.23510 3.23947 0.436 -0.106 0.184 0.1056
C -0.85271 -0.24475 -0.21750 -0.197 -0.456 -0.347 -1.0113
C -0.28891 -1.84297 -6.47161 0.025 1.072 -0.699 -0.9753
Cl 1.39121 -2.41742 -6.55681 -0.573 -0.131 0.540 0.4835
H -5.74032 5.30632 -5.05010 0.718 -0.523 0.057 0.1172
H 2.07361 1.26788 4.64216 -0.082 0.321 0.624 0.1116
H 6.14984 -5.85082 1.35546 0.307 -0.383 -0.091 0.1238
H 3.57194 1.74406 5.61416 -0.458 0.364 0.282 0.1132
C 4.93737 1.98719 3.15313 -1.919 1.948 -1.343 -0.1465
C -7.28989 2.79274 -4.87147 2.737 0.976 1.261 -0.1658
C -2.70955 4.64606 3.69921 -0.793 0.720 0.031 -1.0221
O -7.45526 4.22068 -4.80949 -3.067 0.260 -1.588 -0.1550
C 4.05563 -5.51310 1.26805 -0.395 -0.017 -0.597 -0.1827
Cl 0.63003 -0.55354 -1.15254 -0.073 0.417 0.176 0.4769
C -5.97646 3.94634 -3.22741 2.377 -0.050 1.259 -0.1966
H 2.27974 -5.79239 2.38835 -0.281 -0.709 0.152 0.1104
H 3.56927 -8.50467 1.96510 -0.219 -0.075 -0.161 0.1098
Cl -4.08051 5.63972 3.13158 0.018 0.270 -0.222 0.4659
Cl -1.75343 -1.76362 -0.09626 -0.207 -0.180 0.294 0.4823
H 3.35855 0.58107 2.81906 0.048 -0.249 0.141 0.1081
H -6.69399 5.88264 -3.75244 -0.808 -0.101 -0.125 0.1181
Cl -3.24181 2.98107 3.76543 0.317 -0.496 0.055 0.5024
```
Forces are in eV/Å.

Computed properties:
Spin multiplicity: 1
ΔE to the lowest compared entry with this formula, charge and spin: 205.0 kJ/mol
HOMO level: -9.707 eV
LUMO energy: 0.09 eV
Frontier orbital gap: 0.3602 hartree


Entry 2:
Density functional theory data (ωB97M-V/def2-TZVPD) for a molecular structure, C46H58P2PtSbSi4.

```
112
Properties=species:S:1:pos:R:3:forces:R:3:lowdin_charge:R:1
H 4.02098 5.40029 2.72346 0.002 0.021 0.017 0.0394
C 0.88055 -2.16548 -1.65236 -0.072 0.088 -0.006 -0.1883
H -4.30917 1.67609 -1.54564 -0.001 -0.015 0.010 0.1044
C -3.51451 3.33868 2.78162 -0.023 -0.028 0.031 -0.0775
H 4.11794 1.06426 4.32647 0.021 0.027 -0.016 0.0336
C -4.71481 4.72511 -0.13783 -0.001 0.014 -0.015 -0.0809
Pt -0.11697 1.01574 0.13672 0.841 0.219 -0.435 0.3702
H 1.58891 -2.48508 -0.88908 0.033 -0.003 0.056 0.0146
C 3.53326 0.16727 4.11433 -0.012 -0.089 -0.018 -0.2145
C -3.88774 0.62252 2.33683 0.007 -0.018 0.028 -0.0662
H 0.87019 -0.86214 7.22979 -0.001 -0.003 0.009 0.1108
Sb 2.36750 1.43627 0.96752 -0.082 0.092 0.089 0.8555
C 1.07689 4.72944 1.24650 0.011 -0.023 0.031 -0.2223
H -4.08546 0.10435 -5.31764 -0.004 0.000 -0.007 0.1101
H -1.31656 4.84984 -2.62095 0.011 -0.013 -0.029 0.0924
C -0.47263 2.89407 -2.93987 0.139 -0.102 0.096 -0.3474
C 5.50426 2.27470 -0.79842 -0.047 -0.006 -0.035 -0.2026
H 2.50041 0.35207 4.40391 -0.068 -0.013 0.030 -0.0007
H 0.25171 -2.10811 3.19524 0.027 -0.021 -0.036 0.0992
H 3.23467 -2.71733 2.56493 0.001 -0.011 0.002 0.0437
H -3.12384 6.07838 0.36280 0.003 0.009 0.005 0.1120
C -2.16718 -1.70858 -3.19457 0.002 -0.012 -0.025 -0.0832
C -2.43100 2.52478 2.50344 0.060 0.036 0.001 -0.1301
H 1.08218 -2.57120 5.44876 0.004 -0.005 0.002 0.1135
C -0.52981 0.83916 4.65829 -0.058 0.053 -0.021 -0.0955
H 2.36813 2.81236 4.53280 0.022 -0.005 0.016 0.0190
H 1.43330 -1.65605 -2.44205 0.013 -0.009 -0.023 0.0144
Si 3.68366 2.06664 -1.17076 -0.010 -0.064 0.072 0.3310
H -5.64147 3.43016 3.04901 -0.015 0.014 0.005 0.1110
C -2.70940 3.03626 -1.08185 0.019 -0.005 -0.053 -0.3513
Si 2.31676 3.69889 2.19773 0.051 -0.025 -0.011 0.3165
H -3.36570 4.39870 2.93649 0.000 0.017 0.008 0.1111
C -2.38738 4.26828 -0.50713 0.027 -0.004 -0.008 -0.1311
C 4.02499 4.46530 2.15838 -0.075 -0.019 -0.003 -0.2128
H -2.67813 -1.81283 3.49891 0.019 -0.014 0.011 0.1194
H 1.83077 2.16151 -5.32192 0.012 -0.007 -0.007 0.1116
H 3.25974 4.49770 -1.07607 0.005 0.016 0.001 0.0215
C -3.42077 -0.11697 -4.49334 0.009 -0.029 -0.003 -0.0613
H -2.91040 -5.10847 0.78765 0.003 -0.004 -0.001 0.1101
H 0.09726 4.24401 1.25927 0.040 0.006 0.027 -0.0125
C -3.03362 -1.42911 -4.23770 -0.010 0.037 -0.010 -0.0616
H 0.50836 1.08251 -3.55220 0.008 -0.026 -0.004 0.0978
C -1.85248 -3.38533 0.08080 -0.010 -0.017 -0.012 -0.0797
H 1.72088 4.45508 4.45223 -0.003 0.021 0.012 0.0448
H -0.16592 1.32315 6.71055 -0.002 0.014 0.007 0.1126
H 0.71577 3.07904 3.98142 0.066 0.039 -0.005 0.0034
H 0.43334 -3.06060 -2.09225 -0.003 -0.035 0.001 0.0290
C 0.13166 4.85980 -4.19151 0.006 0.007 0.000 -0.0656
C -2.45846 -2.24935 2.53164 0.019 -0.059 0.037 -0.1101
H -1.02381 1.78271 4.46608 -0.005 -0.039 0.010 0.0871
H 5.96394 1.37512 -0.39285 -0.016 0.000 -0.010 0.0077
H 4.77446 3.80940 2.60403 0.007 -0.015 0.011 0.0310
H -1.86489 -2.73648 -3.03194 0.005 -0.019 0.009 0.0950
C -4.04189 2.63884 -1.13065 0.012 0.012 -0.017 -0.0722
C -0.41743 -0.11370 3.64912 0.099 -0.048 -0.082 -0.3248
C 5.51477 -0.23901 1.84598 -0.051 -0.014 0.026 -0.2218
Si -0.46054 -1.05636 -0.93601 -0.130 -0.166 -0.204 0.4546
C -2.08903 0.61472 -2.63053 0.119 -0.079 0.064 -0.3903
C -2.60096 1.15332 2.30813 -0.039 -0.022 -0.081 -0.3442
C -2.58243 -4.10192 1.01281 -0.014 0.036 0.036 -0.0593
H -1.34863 4.56671 -0.41074 -0.045 -0.019 -0.007 0.0864
H 5.67899 -0.51300 0.80370 -0.007 -0.008 -0.010 0.0235
C 1.01910 4.11649 -4.95278 0.000 -0.010 -0.011 -0.0738
H -5.96903 1.01728 2.62724 -0.016 -0.001 -0.003 0.1101
H 0.00820 5.91772 -4.38182 -0.002 0.006 0.000 0.1103
H -3.40212 -2.23117 -4.86404 -0.003 -0.004 -0.003 0.1096
C -3.38465 5.11608 -0.05865 -0.016 0.015 -0.020 -0.0811
H 2.37501 0.37699 -2.42594 -0.018 0.019 0.008 -0.0173
H -1.43809 2.96002 2.42292 -0.043 -0.035 -0.004 0.0794
C 0.52025 -0.65099 6.22816 0.025 0.014 -0.009 -0.0737
H 5.68953 3.09806 -0.10921 0.009 0.019 0.044 0.0230
C 3.42630 0.65517 -2.36511 0.009 0.030 -0.002 -0.2179
C -1.72604 -1.52956 1.58432 0.058 0.120 0.019 -0.3823
H 1.36901 4.86188 0.20420 -0.004 0.007 -0.009 0.0128
H 1.91298 3.68163 -1.89337 0.002 -0.009 0.001 0.0077
H -3.46293 -4.08519 2.97604 -0.005 -0.005 0.004 0.1110
H 4.33766 4.69713 1.14006 0.020 -0.003 -0.034 0.0124
H -3.21449 1.93275 -3.90928 -0.006 -0.001 -0.005 0.1179
C -0.05882 0.57505 5.93646 0.014 -0.021 0.005 -0.0673
C -1.67505 -0.69659 -2.36490 -0.014 0.131 0.112 -0.2779
H 3.43181 -2.26131 0.87114 0.012 -0.005 -0.027 0.0307
H 1.91360 -1.92022 1.69632 -0.055 0.013 0.011 -0.0043
C 0.18528 -1.33724 3.94996 -0.007 0.006 -0.021 -0.1107
P -1.35889 1.95871 -1.64537 -0.416 -0.101 0.356 0.9055
H 0.98034 5.71778 1.70255 -0.012 0.023 0.012 0.0454
H 3.43922 3.94090 -2.73825 0.003 -0.002 -0.012 0.0454
P -1.11833 0.14829 1.97453 -0.508 -0.049 0.220 0.8551
H 6.04519 -0.96771 2.46519 0.029 -0.012 0.008 0.0429
H -5.49607 5.38407 0.21721 -0.009 0.011 0.000 0.1107
H 5.96401 0.73778 2.02732 -0.002 0.020 -0.009 0.0313
C 2.99457 -1.95241 1.82249 0.029 0.022 0.075 -0.2181
C -2.89352 -3.52905 2.24335 0.019 -0.019 -0.046 -0.0582
C 2.99666 3.69657 -1.76897 0.002 -0.041 -0.023 -0.2100
C 0.41595 2.14927 -3.71858 -0.007 -0.008 0.000 -0.1104
C -2.93828 0.90561 -3.69813 -0.027 0.007 -0.005 -0.0890
H -6.07122 3.16408 -0.70045 -0.006 -0.004 0.003 0.1120
H 6.01114 2.51024 -1.73863 0.021 0.020 -0.010 0.0440
H -4.05423 -0.42959 2.15194 0.000 0.039 -0.020 0.0947
H 3.92560 -0.63961 4.73873 -0.015 0.001 0.033 0.0461
C -0.61511 4.25427 -3.18797 -0.015 0.044 0.007 -0.0759
C 1.15539 2.75378 -4.71856 -0.001 0.015 -0.013 -0.0738
H 3.98988 -0.22271 -2.04197 -0.005 -0.019 0.005 0.0373
H -1.61610 -3.85247 -0.86797 0.007 -0.012 -0.014 0.0961
H 3.77008 0.92712 -3.36565 0.021 0.008 -0.018 0.0412
C -4.79095 2.79585 2.83863 0.013 -0.026 0.005 -0.0741
H 1.59395 4.59317 -5.73554 0.004 0.005 -0.005 0.1099
C 0.64103 -1.60747 5.22995 0.035 0.019 0.005 -0.0739
Si 3.70660 -0.29462 2.31658 0.038 0.044 -0.099 0.3284
C -4.97445 1.44247 2.60345 -0.032 0.046 0.013 -0.0650
C -1.41709 -2.08187 0.34198 0.036 0.036 -0.038 -0.2745
C 1.73048 3.48130 3.95613 -0.058 -0.021 -0.049 -0.2028
C -5.03772 3.48164 -0.65576 -0.021 0.007 -0.002 -0.0688
```
Forces are in eV/Å.

Computed properties:
Spin multiplicity: 3
ΔE to the lowest compared entry with this formula, charge and spin: 0.0 kJ/mol
⟨S²⟩: 2.01
Net charge: +1
HOMO level (alpha / beta): -8.392 / -10.314 eV
LUMO energy (alpha / beta): -1.51 / -4.29 eV
Frontier orbital gap (alpha / beta): 0.2528 / 0.2214 hartree